Run P
ORCA calculation (ωB97M-V with the def2-TZVPD basis set) on C8H7N3O in the gas phase.

CARTESIAN COORDINATES (ANGSTROEM)
O 2.19 -1.49 0.41
N 1.80 0.85 -0.23
N -0.40 -2.12 -2.40
N 0.02 -0.91 -2.31
C 1.78 -0.40 0.61
C 1.62 1.61 0.97
C -1.03 -2.41 -1.26
C 0.17 1.38 0.95
C -0.17 -0.37 -1.03
C 1.10 0.37 1.61
C 0.33 0.91 -0.55
C -0.86 -1.34 -0.35
H -1.49 -3.31 -1.17
H 2.30 2.51 1.25
H 0.97 0.14 2.66
H -1.18 -1.25 0.61
H 0.04 1.59 -1.34
H 0.16 -0.40 -3.19
H -0.51 1.85 1.57

Calculated values
Molar mass, g mol⁻¹: 161.2
Lowest unoccupied orbital energy, eV: 0.80
Spin multiplicity: 1
SMILES: O=C1[C@@H]2[C@H]3[C@@H]2N1[C@H]3c1ccn[nH]1

=====

Run Q
ORCA calculation (ωB97M-V with the def2-TZVPD basis set) on C8H7N3O in the gas phase.

CARTESIAN COORDINATES (ANGSTROEM)
O -1.10 -1.61 -0.28
N 1.60 -1.38 0.10
N -2.52 -1.40 -0.23
N -1.45 0.53 0.19
C 1.44 1.00 -0.14
C -3.98 0.52 0.19
C 2.86 -1.36 0.26
C -2.70 -0.11 -0.02
C -0.62 -0.36 -0.11
C 0.78 -0.22 -0.04
C 3.49 -0.05 0.07
C 2.78 1.05 -0.21
H 1.00 1.86 -0.58
H -4.60 0.73 -0.72
H -3.96 1.34 0.49
H 3.42 -2.10 0.28
H -4.53 0.05 0.90
H 4.59 -0.21 0.03
H 3.49 1.75 -0.19

Calculated values
Molar mass, g mol⁻¹: 161.2
Lowest unoccupied orbital energy, eV: -0.09
Spin multiplicity: 1
SMILES: Cc1noc(-c2ccccn2)n1

=====

Run R
ORCA calculation (ωB97M-V with the def2-TZVPD basis set) on C8H7N3O in the gas phase.

CARTESIAN COORDINATES (ANGSTROEM)
O 1.78 -1.43 1.49
N 0.20 1.81 -1.12
N 0.95 0.33 0.22
N 1.19 1.54 -0.37
C -0.68 0.79 -1.02
C 1.82 -0.24 1.09
C 2.89 0.74 1.66
C -0.93 -1.37 0.14
C -2.71 -0.54 -1.40
C -0.32 -0.19 -0.16
C -2.25 -1.50 -0.49
C -1.95 0.70 -1.71
H 2.25 1.62 2.02
H 3.82 1.23 0.85
H -3.42 -0.68 -1.82
H -2.86 -2.37 -0.32
H -2.47 1.53 -2.27
H -0.69 -2.14 0.85
H 3.39 0.17 2.37

Calculated values
Molar mass, g mol⁻¹: 161.2
Lowest unoccupied orbital energy, eV: -0.42
Spin multiplicity: 1
SMILES: CC(=O)n1nnc2ccccc21

=====

Energy comparison, zero being the most stable, in kJ/mol: run P 57.7; run Q 78.8; run R 0.0.

=====

Run P
ORCA calculation (ωB97M-V with the def2-TZVPD basis set) on C21H25NO4 in the gas phase.

CARTESIAN COORDINATES (ANGSTROEM)
O -3.55 2.32 0.48
O -4.34 -0.02 1.78
O 1.69 -1.13 -0.54
O -5.60 -0.53 -0.01
N 2.59 0.94 -0.49
C -4.58 -2.73 0.07
C 8.47 0.49 0.03
C 7.19 0.98 0.23
C -7.08 -2.39 -0.14
C 3.95 0.50 -0.64
C 6.39 -1.25 0.56
C 7.67 -1.74 0.36
C -4.85 0.28 0.73
C 8.71 -0.87 0.10
C 6.14 0.11 0.50
C -5.07 1.76 -1.37
C 1.55 0.07 -0.40
C 0.22 0.69 -0.16
C -2.18 0.49 -0.42
C 4.74 0.63 0.68
C -0.90 -0.01 -0.60
C -4.77 1.69 0.13
C -5.78 -1.88 0.47
C 0.03 1.89 0.51
C -1.24 2.39 0.71
C -2.36 1.71 0.24
H -3.02 -0.08 -0.78
H 7.01 2.04 0.18
H -4.46 -2.73 -1.01
H 3.91 -0.55 -0.94
H -7.91 -1.73 0.14
H 9.71 -1.25 -0.06
H -1.40 3.32 1.24
H 0.87 2.44 0.92
H 5.58 -1.93 0.77
H -5.86 -1.84 1.56
H 2.42 1.92 -0.36
H -6.06 1.36 -1.56
H -5.04 2.81 -1.68
H -7.29 -3.39 0.22
H -5.52 2.28 0.67
H 4.44 1.08 -1.42
H 7.85 -2.80 0.41
H -0.76 -0.95 -1.10
H -4.34 1.21 -1.95
H -7.00 -2.40 -1.23
H -3.68 -2.35 0.53
H 4.22 0.06 1.45
H 9.28 1.18 -0.17
H -4.74 -3.76 0.41
H 4.76 1.68 0.98

Calculated values
Molar mass, g mol⁻¹: 355.4
Lowest unoccupied orbital energy, eV: 0.76
Spin multiplicity: 1
SMILES: CC(C)OC(=O)[C@H](C)Oc1ccc(C(=O)NCCc2ccccc2)cc1

=====

Run Q
ORCA calculation (ωB97M-V with the def2-TZVPD basis set) on C21H25NO4 in the gas phase.

CARTESIAN COORDINATES (ANGSTROEM)
O -3.46 -1.43 -1.69
O 3.78 -0.43 -1.41
O 2.53 -2.48 0.00
O 4.33 0.51 0.56
N -2.74 0.71 -1.73
C 3.87 -0.47 -0.21
C -2.57 -0.62 -1.51
C -3.62 0.77 1.32
C -4.65 -1.17 2.29
C -5.69 -0.05 0.45
C -4.61 1.92 -0.68
C 0.47 -2.76 -1.06
C -0.78 -2.31 -1.42
C 3.50 -1.69 0.64
C 4.75 -2.54 0.83
C 4.76 1.72 -0.10
C 3.56 2.61 -0.37
C -3.61 -0.25 2.26
C -4.04 1.29 -1.96
C -4.66 0.88 0.40
C 5.78 2.38 0.82
C 1.33 -1.94 -0.32
C -5.69 -1.06 1.39
C -0.35 -0.22 -0.34
C -1.20 -1.03 -1.08
C 0.90 -0.67 0.05
H 6.61 1.70 1.01
H 0.81 -3.75 -1.33
H 3.88 3.53 -0.86
H 3.06 2.87 0.57
H -4.68 0.46 -2.29
H -4.64 -1.97 3.02
H 6.17 3.28 0.35
H 1.53 -0.02 0.64
H -0.67 0.76 -0.01
H 2.86 2.10 -1.02
H 5.12 -2.86 -0.15
H -3.99 2.76 -0.38
H 5.51 -1.98 1.35
H -2.82 1.49 1.31
H -3.97 2.04 -2.76
H 4.49 -3.43 1.41
H -2.80 -0.33 2.96
H 5.32 2.64 1.76
H -6.50 -1.78 1.41
H 5.22 1.43 -1.05
H -1.45 -2.94 -1.98
H -6.50 0.02 -0.26
H -1.98 1.34 -1.53
H -5.62 2.29 -0.90
H 3.14 -1.34 1.62

Calculated values
Molar mass, g mol⁻¹: 355.4
Lowest unoccupied orbital energy, eV: 0.60
Spin multiplicity: 1
SMILES: CC(C)OC(=O)[C@H](C)Oc1ccc(C(=O)NCCc2ccccc2)cc1

=====

Energy comparison, zero being the most stable, in kJ/mol: run P 15.0; run Q 0.0.